The following is a DFT calculation (the ωB97M-V functional and the def2-TZVPD basis) of a structure of composition C26H32GeHfN5O2.

The geometry in XYZ format:
```
67
C26H32GeHfN5O2, DFT the ωB97M-V functional and the def2-TZVPD basis
Hf 1.200 -0.446 -0.018
O 0.503 2.197 3.420
C 0.845 1.584 2.408
N 0.424 0.398 1.922
C -0.558 -0.354 2.610
C -1.191 0.042 3.793
C -2.130 -0.765 4.415
C -2.456 -1.990 3.867
C -1.850 -2.403 2.690
C -0.906 -1.602 2.037
N -0.238 -1.952 0.838
C -0.576 -3.075 0.172
O -1.424 -3.932 0.430
C 0.228 -3.286 -1.080
C 0.225 -4.523 -1.713
C 0.997 -4.700 -2.843
C 1.751 -3.631 -3.312
C 1.702 -2.437 -2.622
N 0.950 -2.263 -1.537
C 1.909 2.231 1.561
C 2.589 3.350 2.024
C 3.596 3.888 1.247
C 3.898 3.292 0.030
C 3.174 2.183 -0.357
N 2.194 1.672 0.386
H -0.934 0.992 4.225
H -2.600 -0.426 5.331
H -3.184 -2.636 4.344
H -2.109 -3.353 2.260
H -0.385 -5.308 -1.291
H 1.023 -5.656 -3.351
H 2.377 -3.727 -4.188
H 2.297 -1.584 -2.915
H 2.308 3.754 2.985
H 4.149 4.756 1.585
H 4.685 3.677 -0.604
H 3.381 1.651 -1.277
C 4.146 -1.635 2.038
C 4.179 -1.652 0.502
C 4.260 -3.117 0.029
C 5.450 -0.918 0.027
N 3.023 -1.024 -0.041
H 5.025 -2.120 2.476
H 3.245 -2.150 2.377
H 4.102 -0.601 2.389
H 5.153 -3.624 0.411
H 4.276 -3.151 -1.063
H 3.372 -3.654 0.373
H 6.366 -1.364 0.434
H 5.399 0.128 0.342
H 5.498 -0.945 -1.063
C 1.413 3.501 -2.825
Ge 0.780 1.674 -3.274
C -0.602 1.913 -4.677
C 2.279 0.770 -4.196
C 0.109 0.743 -1.718
H 0.996 4.230 -3.522
H 2.501 3.573 -2.878
H 1.104 3.776 -1.816
H -0.192 2.398 -5.567
H -1.420 2.528 -4.297
H -1.016 0.946 -4.972
H 2.643 1.381 -5.025
H 1.957 -0.189 -4.605
H 3.109 0.593 -3.507
H -0.682 0.058 -2.054
H -0.402 1.514 -1.118
```

As for the total charge: -1. The HOMO-LUMO gap comes out at 6.876 eV. The energy is -3559.373297 Ha. The calculation puts the relative energy (zero: lowest compared OMol25 entry of this formula, charge and spin) at 0.0 kcal/mol. The calculation puts the max |F| at 1.15 eV/Å. The HOMO energy is -4.176 eV. The spin multiplicity is 1.



The following is a DFT calculation (the ωB97M-V functional and the def2-TZVPD basis) of a cluster of 10 separate species, C41H57BClNO35 in total.

The geometry in XYZ format:
```
136
C41H57BClNO35, DFT the ωB97M-V functional and the def2-TZVPD basis
C -2.798 -0.395 3.966
O -3.393 -1.142 2.897
B -3.107 -0.748 1.611
O -2.163 -1.416 0.892
C -3.832 0.428 0.787
C -2.746 1.337 0.182
C -1.845 2.020 1.215
C -0.460 1.384 1.418
C 0.299 1.004 0.156
C 1.675 0.422 0.518
C 1.499 -1.066 0.862
O 2.237 -1.469 2.048
C 1.550 -1.228 3.207
C 2.122 -0.155 4.094
O 0.551 -1.849 3.499
C -4.658 -0.153 -0.391
C -5.110 -1.578 -0.204
O -5.908 -1.960 0.597
Cl -4.325 -2.750 -1.308
O -4.668 1.337 1.583
C -5.848 0.912 2.032
O -6.894 0.912 1.453
O -5.764 0.672 3.429
C -6.489 -0.317 3.889
N -7.084 -1.212 4.315
H -3.142 0.639 3.977
H -1.708 -0.433 3.903
H -3.107 -0.863 4.899
H -1.991 -2.300 1.247
H -3.267 2.118 -0.367
H -2.194 0.751 -0.545
H -1.727 3.074 0.965
H -2.351 2.006 2.185
H 0.154 2.090 1.986
H -0.560 0.487 2.037
H -0.242 0.194 -0.341
H 0.361 1.824 -0.562
H 2.318 0.494 -0.360
H 2.125 0.957 1.352
H 1.873 -1.676 0.047
H 0.453 -1.329 1.010
H 3.028 0.281 3.679
H 2.377 -0.596 5.055
H 1.363 0.611 4.231
H -4.088 -0.073 -1.313
H -5.564 0.444 -0.519
C -4.575 6.432 -2.333
C -4.305 6.574 -0.846
O -3.737 5.296 -0.517
C -3.213 4.765 -1.637
O -2.528 3.787 -1.671
O -3.570 5.480 -2.721
H -4.455 7.350 -2.897
H -5.557 6.004 -2.540
H -3.568 7.348 -0.628
H -5.198 6.747 -0.253
C 0.845 -5.476 1.100
C 1.718 -6.195 0.096
O 1.434 -5.468 -1.117
C 1.005 -4.238 -0.782
O 0.851 -3.347 -1.556
O 0.778 -4.151 0.546
H 1.271 -5.448 2.097
H -0.168 -5.882 1.146
H 2.776 -6.101 0.323
H 1.465 -7.243 -0.036
C 6.493 -6.770 1.925
C 6.498 -8.011 2.798
O 5.171 -8.001 3.343
C 4.377 -7.295 2.512
O 3.190 -7.236 2.603
O 5.106 -6.663 1.572
H 7.101 -6.861 1.027
H 6.779 -5.871 2.471
H 6.632 -8.927 2.220
H 7.228 -7.979 3.601
C -2.599 3.748 -5.307
C -2.971 2.516 -6.110
O -2.897 2.994 -7.461
C -2.077 4.069 -7.488
O -1.699 4.615 -8.477
O -1.760 4.456 -6.233
H -2.056 3.530 -4.392
H -3.457 4.375 -5.068
H -2.250 1.706 -5.989
H -3.970 2.143 -5.902
C 4.966 -5.980 -3.453
C 4.420 -7.225 -4.122
O 5.562 -8.103 -4.099
C 6.386 -7.713 -3.105
O 7.325 -8.331 -2.711
O 5.995 -6.520 -2.603
H 4.230 -5.447 -2.862
H 5.425 -5.293 -4.165
H 3.616 -7.684 -3.547
H 4.083 -7.060 -5.137
C 1.511 1.318 9.513
C 1.398 -0.050 8.867
O 1.645 0.250 7.488
C 2.353 1.395 7.416
O 2.856 1.828 6.426
O 2.414 1.992 8.627
H 1.923 1.296 10.518
H 0.563 1.857 9.520
H 2.165 -0.743 9.215
H 0.419 -0.509 8.977
C -3.363 7.218 -7.814
C -4.220 8.286 -8.467
O -5.105 8.659 -7.402
C -4.515 8.348 -6.230
O -4.928 8.671 -5.160
O -3.403 7.612 -6.433
H -2.340 7.188 -8.172
H -3.799 6.224 -7.903
H -3.642 9.161 -8.763
H -4.793 7.927 -9.317
C 4.333 4.965 6.645
C 5.014 4.210 5.522
O 4.819 5.090 4.408
C 4.634 6.346 4.877
O 4.608 7.326 4.206
O 4.475 6.327 6.223
H 4.802 4.823 7.615
H 3.272 4.724 6.717
H 6.086 4.089 5.688
H 4.564 3.242 5.328
C 0.117 -2.831 -5.322
C -0.494 -4.046 -5.998
O 0.618 -4.948 -6.054
C 1.492 -4.597 -5.083
O 2.426 -5.257 -4.742
O 1.159 -3.417 -4.540
H -0.572 -2.296 -4.674
H 0.565 -2.136 -6.035
H -1.283 -4.502 -5.398
H -0.868 -3.850 -6.999
```

As for the total charge: 0. The HOMO-LUMO gap comes out at 10.135 eV. The energy is -4769.882838 Ha. Its SMILES is COB(O)[C@@](CCCCCCOC(C)=O)(CC(=O)Cl)OC(=O)OC#N.O=C1OCCO1.O=C1OCCO1.O=C1OCCO1.O=C1OCCO1.O=C1OCCO1.O=C1OCCO1.O=C1OCCO1.O=C1OCCO1.O=C1OCCO1. The calculation puts the max |F| at 1.31 eV/Å. The HOMO energy is -10.211 eV. The spin multiplicity is 1.



The following is a DFT calculation (the ωB97M-V functional and the def2-TZVPD basis) of a cluster of 2 separate species, C2H2N2O2S2 in total.

The geometry in XYZ format:
```
10
C2H2N2O2S2, DFT the ωB97M-V functional and the def2-TZVPD basis
C -0.858 0.178 -0.311
C 0.125 1.174 -0.023
N -1.696 0.057 0.739
N 1.910 -1.349 -1.284
O 1.065 1.544 -0.642
O 0.019 1.575 1.422
S 0.540 -1.934 -0.990
S -1.144 0.926 2.195
H -2.420 -0.566 0.975
H 2.459 -1.606 -2.080
```

As for the total charge: 0. The HOMO-LUMO gap (alpha / beta) comes out at 6.633 / 6.671 eV. The energy is -1133.591013 Ha. The calculation puts the relative energy (zero: lowest compared OMol25 entry of this formula, charge and spin) at 122.3 kcal/mol. The calculation puts the max |F| at 4.47 eV/Å. The HOMO energy (alpha / beta) is -7.809 / -8.016 eV. The spin multiplicity is 1.



The following is a DFT calculation (the ωB97M-V functional and the def2-TZVPD basis) of a structure of composition C4H6O.

The geometry in XYZ format:
```
11
C4H6O, DFT the ωB97M-V functional and the def2-TZVPD basis
C -1.273 0.518 -0.274
O 0.002 0.512 0.367
C 0.740 -0.985 0.698
C 1.806 -0.713 -0.243
C 1.255 0.431 -0.585
H -1.369 -0.332 -0.961
H -1.365 1.452 -0.836
H -2.047 0.479 0.497
H 0.926 -0.932 1.773
H -0.030 -1.718 0.440
H 1.360 1.326 -1.188
```

As for the total charge: 0. The HOMO-LUMO gap comes out at 9.186 eV. The energy is -231.049496 Ha. The calculation puts the relative energy (zero: lowest compared OMol25 entry of this formula, charge and spin) at 109.3 kcal/mol. The calculation puts the max |F| at 0.39 eV/Å. The HOMO energy is -8.410 eV. The spin multiplicity is 1.



The following is a DFT calculation (the ωB97M-V functional and the def2-TZVPD basis) of a cluster of 2 separate species, C6H10 in total.

The geometry in XYZ format:
```
16
C6H10, DFT the ωB97M-V functional and the def2-TZVPD basis
C -1.230 -1.030 -1.473
C 1.449 1.402 1.262
C -1.055 -0.204 -0.515
C 1.153 0.282 0.666
C -2.020 0.473 0.302
C 1.909 -0.697 -0.089
H -2.225 -1.539 -1.763
H -0.386 -1.581 -1.792
H 2.497 1.790 1.442
H 0.615 2.142 1.302
H -2.001 1.532 0.184
H -1.983 0.201 1.370
H -2.987 0.145 -0.129
H 1.683 -0.461 -1.130
H 2.950 -0.764 0.296
H 1.631 -1.691 0.067
```

As for the total charge: 0. The HOMO-LUMO gap (alpha / beta) comes out at 8.572 / 8.428 eV. The energy is -234.394888 Ha. The calculation puts the relative energy (zero: lowest compared OMol25 entry of this formula, charge and spin) at 130.3 kcal/mol. The calculation puts the max |F| at 3.45 eV/Å. The HOMO energy (alpha / beta) is -8.243 / -8.179 eV. The spin multiplicity is 1.